Here is 3 unconnected molecules or ions with the total composition C5H9Cl2O3P in a non-equilibrium geometry from OMol25. Energies are from ωB97M-V/def2-TZVPD.

Properties
* spin multiplicity: 3
* lowest unoccupied orbital energy (alpha / beta): 4.33 / 2.34 eV
* gap between HOMO and LUMO (alpha / beta): 5.15 / 4.54 eV
* ⟨S²⟩: 2.01
* largest force on an atom: 0.221 Eh/bohr
* charge: -2
* calculated total energy: -1683.3325 hartree
* HOMO level (alpha / beta): -0.8 / -2.2 eV

Each line ends with the natural charge from an NBO analysis.
CARTESIAN COORDINATES (ANGSTROEM)
Cl  -2.03  0.29  2.19  -0.088
Cl  -3.27  -9.30  -5.70  -1.000
P  0.08  1.99  -1.25  2.313
O  0.19  0.45  -2.01  -1.028
O  1.11  2.74  -2.04  -1.190
O  -1.33  2.44  -1.22  -1.160
C  -1.70  -0.09  0.49  -0.235
C  0.66  1.64  0.49  -0.590
C  -1.16  -1.28  0.27  -0.416
C  1.53  0.70  0.81  -0.191
C  1.71  0.07  2.16  -0.658
H  2.80  0.25  2.43  0.198
H  -0.93  -1.29  -0.78  0.229
H  -1.88  0.80  -0.28  0.296
H  0.20  2.27  1.34  0.209
H  1.08  0.62  2.83  0.211
H  0.67  0.75  -2.73  0.483
H  1.45  -1.04  1.96  0.226
H  -1.03  -2.05  1.09  0.187
H  1.85  0.02  -0.07  0.205

=====

Here is a molecular structure, C24H35AsF5N4PdSeSi2Te in a non-equilibrium geometry from OMol25. Energies are from ωB97M-V/def2-TZVPD.

Properties
* spin multiplicity: 5
* lowest unoccupied orbital energy (alpha / beta): -2.08 / -5.52 eV
* gap between HOMO and LUMO (alpha / beta): 8.39 / 5.30 eV
* ⟨S²⟩: 6.03
* largest force on an atom: 0.021 Eh/bohr
* relative energy (zero: lowest compared OMol25 entry of this formula, charge and spin): 23.4 kcal per mole
* charge: +1
* calculated total energy: -7265.6893 hartree
* HOMO level (alpha / beta): -10.5 / -10.8 eV

Each line ends with the Mulliken spin population.
CARTESIAN COORDINATES (ANGSTROEM)
Te  1.81  0.10  -1.50  1.237
Pd  -0.38  0.65  -0.03  0.739
Se  0.96  2.41  1.06  0.472
As  -0.85  -0.87  -2.09  0.883
Si  -2.00  1.28  -2.24  -0.025
Si  -0.38  -1.55  -4.33  0.058
F  -3.79  4.12  2.61  -0.001
F  -3.25  6.67  1.87  0.003
F  -0.85  7.30  0.79  -0.001
F  1.01  5.40  0.45  0.002
F  -1.97  2.20  2.28  -0.010
N  0.21  -3.24  2.04  0.015
N  -0.28  -1.58  3.74  0.013
N  -0.59  -1.03  1.39  0.262
N  -2.09  -2.60  2.48  0.013
C  -0.16  5.05  0.99  -0.012
C  -1.11  6.05  1.16  -0.008
C  -0.19  -0.53  2.75  -0.040
C  0.30  -2.18  1.05  0.028
C  4.16  1.87  -0.54  -0.011
C  -1.67  -2.06  3.79  0.003
C  -3.24  1.30  -0.84  0.052
C  5.50  2.19  -0.39  -0.025
C  -1.97  -2.20  -4.97  0.026
C  -1.99  -1.55  1.49  -0.019
C  -1.64  3.45  1.91  -0.012
C  3.82  0.67  -1.16  0.176
C  -2.98  1.08  -3.81  0.031
C  -0.99  2.81  -2.42  0.035
C  0.34  -0.15  -5.28  0.026
C  -2.33  5.73  1.71  0.029
C  0.59  -2.69  3.35  0.006
C  -1.19  -3.69  2.11  -0.001
C  4.79  -0.21  -1.63  0.003
C  6.48  1.31  -0.85  0.055
C  0.85  -2.89  -4.03  0.007
C  6.13  0.12  -1.47  -0.019
C  -2.60  4.42  2.08  -0.014
C  -0.40  3.73  1.36  0.041
H  -3.70  1.91  -3.89  0.001
H  5.78  3.12  0.08  -0.001
H  -1.81  -2.72  -5.92  0.002
H  1.18  0.29  -4.74  -0.002
H  -2.70  -1.41  -5.13  -0.003
H  1.75  -2.50  -3.55  0.003
H  -4.07  0.65  -1.14  0.018
H  -3.55  0.15  -3.79  0.007
H  1.62  -2.34  3.31  -0.002
H  -0.46  3.12  -1.52  -0.006
H  -2.35  1.09  -4.70  0.001
H  -2.89  0.93  0.13  -0.016
H  -0.39  0.62  -5.49  0.002
H  -0.26  2.69  -3.22  0.000
H  -2.64  -0.72  1.77  -0.002
H  0.43  -3.66  -3.38  0.001
H  -1.74  -2.85  4.53  0.000
H  0.00  -2.57  0.08  0.000
H  -2.33  -1.24  4.07  -0.001
H  1.15  -3.37  -4.97  0.002
H  4.52  -1.14  -2.12  -0.009
H  -1.68  3.62  -2.70  0.002
H  -2.29  -1.92  0.51  0.006
H  -3.62  2.31  -0.68  0.005
H  -0.85  0.29  3.02  -0.005
H  6.90  -0.55  -1.83  0.000
H  -1.48  -4.09  1.14  0.001
H  0.84  -0.16  2.68  -0.004
H  0.52  -3.48  4.10  0.000
H  7.53  1.57  -0.73  0.002
H  3.40  2.55  -0.17  0.006
H  -2.39  -2.92  -4.26  0.000
H  1.32  -1.82  0.99  -0.030
H  -1.26  -4.48  2.86  0.000
H  0.73  -0.52  -6.24  0.004

=====

Here is a molecular structure, C36H53CuN9 in a non-equilibrium geometry from OMol25. Energies are from ωB97M-V/def2-TZVPD.

Properties
* spin multiplicity: 1
* lowest unoccupied orbital energy: 2.19 eV
* gap between HOMO and LUMO: 3.81 eV
* largest force on an atom: 0.025 Eh/bohr
* charge: -1
* calculated total energy: -3536.7731 hartree
* HOMO level: -1.6 eV

Each line ends with the natural charge from an NBO analysis.
CARTESIAN COORDINATES (ANGSTROEM)
Cu  -0.07  -0.06  0.14  0.928
N  -0.75  1.86  0.43  -0.509
N  -3.55  2.61  -0.72  -0.453
N  -1.50  0.75  -1.23  -0.616
N  3.37  1.54  -1.77  -0.363
N  2.03  -2.58  -1.26  -0.480
N  1.03  -2.17  -0.35  -0.687
N  -0.78  -0.28  2.07  -0.607
N  1.52  0.84  -0.92  -0.595
N  2.45  2.44  -2.18  -0.284
C  0.16  -1.19  4.14  -0.053
C  0.01  2.74  -1.85  -0.049
C  -0.78  5.09  -3.48  -0.495
C  -1.17  2.15  -0.95  0.156
C  -0.61  -1.33  2.97  0.217
C  -2.03  -2.72  1.42  -0.252
C  -2.73  0.38  -0.86  -0.047
C  1.95  -3.97  -1.73  0.097
C  0.90  4.70  -0.12  -0.226
C  2.08  -4.91  -0.54  -0.619
C  1.90  3.81  0.63  -0.610
C  -0.18  5.25  -2.23  -0.176
C  -0.36  1.44  -4.32  -0.203
C  0.89  0.11  4.46  -0.240
C  3.14  -4.16  -2.67  -0.607
C  -0.99  -3.65  3.53  -0.220
C  -3.69  1.26  -0.44  -0.161
C  -0.37  2.67  -3.37  -0.172
C  2.40  -0.10  4.42  -0.595
C  0.64  -4.27  -2.48  -0.635
C  -2.38  3.02  -1.06  0.081
C  1.32  1.99  -1.64  0.386
C  -1.43  0.80  2.39  0.098
C  2.81  0.59  -1.01  0.171
C  -1.59  1.84  1.43  -0.076
C  0.50  0.21  -4.01  -0.609
C  -0.79  3.80  -4.01  -0.163
C  0.46  0.68  5.82  -0.596
C  -3.46  -2.26  1.73  -0.596
C  -0.18  5.18  0.86  -0.598
C  0.32  -2.28  4.99  -0.213
C  -1.17  -2.59  2.66  -0.044
C  0.26  4.22  -1.44  -0.168
C  -1.80  0.98  -4.63  -0.603
C  -2.05  -4.13  0.83  -0.604
C  -0.26  -3.50  4.70  -0.228
H  3.20  -5.20  -3.00  0.205
H  2.14  -5.95  -0.88  0.207
H  2.71  -0.85  5.15  0.193
H  -1.43  -4.62  3.31  0.205
H  2.71  -0.44  3.43  0.214
H  0.36  -0.52  -4.82  0.185
H  4.06  -3.90  -2.16  0.216
H  -1.09  5.95  -4.07  0.184
H  -2.27  4.04  -1.42  0.221
H  4.33  1.67  -2.03  0.405
H  0.27  5.67  1.73  0.175
H  0.96  1.63  6.01  0.207
H  -0.85  5.89  0.38  0.206
H  2.99  -4.68  0.03  0.215
H  0.71  -0.01  6.63  0.194
H  -3.46  -1.23  2.09  0.222
H  -0.14  -4.34  5.38  0.204
H  -0.22  -4.16  -1.83  0.204
H  -2.31  0.68  -3.71  0.216
H  -4.67  0.94  -0.09  0.184
H  0.64  0.84  3.69  0.225
H  0.91  -2.18  5.89  0.202
H  -2.94  -0.69  -0.92  0.175
H  -0.77  4.34  1.21  0.199
H  3.33  -0.24  -0.57  0.212
H  -1.93  0.87  3.36  0.174
H  -0.62  0.85  5.84  0.209
H  1.23  -4.82  0.13  0.209
H  -4.09  -2.31  0.84  0.208
H  -3.90  -2.90  2.51  0.196
H  -2.40  2.56  1.54  0.199
H  2.15  4.29  1.58  0.187
H  1.47  2.84  0.85  0.215
H  0.21  -0.24  -3.08  0.210
H  0.52  -3.59  -3.33  0.219
H  -2.37  1.79  -5.08  0.203
H  1.56  0.47  -3.98  0.194
H  2.82  3.69  0.07  0.199
H  -1.12  3.70  -5.04  0.177
H  1.96  -1.96  -2.06  0.361
H  -1.80  0.13  -5.32  0.170
H  -0.03  6.26  -1.86  0.178
H  0.65  -5.30  -2.86  0.209
H  -2.55  -4.11  -0.14  0.213
H  -1.63  -2.03  0.68  0.223
H  1.27  -2.45  0.59  0.364
H  -1.04  -4.52  0.69  0.202
H  0.04  1.83  -5.26  0.179
H  0.11  -2.55  -0.59  0.344
H  1.48  5.60  -0.40  0.184
H  3.03  -3.53  -3.56  0.210
H  2.92  0.83  4.64  0.206
H  -2.60  -4.83  1.47  0.198